Entry i
# CH2NO2S

A cluster of 2 separate species, CH2NO2S in total (ωB97M-V with the def2-TZVPD basis set, OMol25).

Each line ends with the Mulliken charge.
Positions of all 7 atoms, in Å:
C -1.259 -0.131 -0.372  0.2247
N 1.459 -0.318 0.624  -0.1191
O -1.958 -1.083 -0.594  -0.5590
O 2.402 -0.197 -0.190  -0.2921
S -1.700 1.425 -0.545  -0.5688
H -0.140 -0.171 -0.280  0.0915
H 1.196 0.475 1.358  0.2227

Calculated values
- gap between HOMO and LUMO (spin up / spin down) (eV) = 6.204 / 6.195
- total charge = -1
- M (g mol⁻¹) = 92.10

=====

Entry ii
# CH2NO2S

A cluster of 2 separate species, CH2NO2S in total (ωB97M-V with the def2-TZVPD basis set, OMol25).

Each line ends with the Mulliken charge.
Positions of all 7 atoms, in Å:
C -1.123 -1.321 -0.651  0.5243
N -1.060 -0.179 -0.315  -0.3545
O -1.055 -2.490 -0.825  -0.6081
O 1.676 0.911 0.746  -0.6152
S -1.042 1.624 0.266  -0.4969
H 0.901 1.354 0.538  0.2748
H 1.703 0.100 0.241  0.2756

Calculated values
- gap between HOMO and LUMO (eV) = 7.632
- total charge = -1
- M (g mol⁻¹) = 92.10

=====

Entry iii
# CH2NO2S

A cluster of 2 separate species, CH2NO2S in total (ωB97M-V with the def2-TZVPD basis set, OMol25).

Each line ends with the Mulliken charge.
Positions of all 7 atoms, in Å:
C -2.406 0.571 0.328  0.7402
N 1.702 -0.760 -0.061  -0.6067
O -2.216 1.102 -0.689  -0.3663
O -2.638 0.009 1.319  -0.3824
S 3.209 0.053 -0.540  -0.7776
H 1.205 -0.113 0.547  0.1890
H 1.144 -0.862 -0.905  0.2039

Calculated values
- gap between HOMO and LUMO (eV) = 4.147
- total charge = -1
- M (g mol⁻¹) = 92.10

=====

Entry iv
# CH2NO2S

The ion CH2NO2S with charge -1 (ωB97M-V with the def2-TZVPD basis set, OMol25).

Each line ends with the Mulliken charge.
Positions of all 7 atoms, in Å:
N -1.431 0.461 -0.083  -0.4655
O -0.318 0.288 -0.852  -0.3340
C 1.120 -0.333 -0.126  0.4520
O 1.095 -0.158 1.074  -0.5690
S 2.146 -0.917 -1.181  -0.5266
H -1.155 1.137 0.679  0.2211
H -1.457 -0.479 0.489  0.2220

Calculated values
- gap between HOMO and LUMO (eV) = 7.660
- total charge = -1
- M (g mol⁻¹) = 92.10
- SMILES = NOC([O-])=S

=====

Most stable to least stable: entry iii, entry ii, entry iv, entry i

=====

Entry i
# C4H24N2O7

A cluster of 7 separate species, C4H24N2O7 in total (ωB97M-V with the def2-TZVPD basis set, OMol25).

Each line ends with the Mulliken charge.
Positions of all 37 atoms, in Å:
N 2.491 0.111 -1.778  -0.6634
C 1.031 0.024 -1.677  -0.9719
C 0.506 0.429 -0.278  0.7705
C -0.879 1.036 -0.214  1.1048
N -0.897 2.441 -0.590  -0.6122
C -1.563 0.822 1.131  -1.0807
O -2.019 -0.531 1.219  -0.4684
H 2.889 -0.635 -1.205  0.3099
H 2.814 0.985 -1.380  0.2630
H 0.823 -1.041 -1.772  0.3357
H 0.454 0.399 -2.511  0.3166
H 1.244 1.047 0.244  -1.0103
H 0.587 -0.502 0.305  0.5285
H -1.476 0.511 -0.962  -0.3162
H -1.264 2.660 -1.505  0.2691
H 0.004 2.879 -0.465  0.2330
H -0.925 1.124 1.975  0.3019
H -2.398 1.518 1.164  0.4253
H -2.861 -0.529 1.681  0.2883
O 1.761 -0.171 3.045  -0.6351
H 1.483 0.002 2.135  0.3583
H 2.419 0.500 3.285  0.2928
O 2.008 3.061 1.088  -0.5663
H 2.617 3.568 1.652  0.3082
H 2.475 2.217 1.067  0.1970
O -2.509 -2.538 -1.189  -0.5947
H -3.287 -1.977 -1.050  0.2782
H -2.353 -2.794 -0.267  0.3011
O -1.882 0.480 -3.428  -0.6047
H -1.184 -0.083 -3.077  0.3521
H -2.690 0.071 -3.094  0.2973
O -0.899 -1.281 4.263  -0.6651
H -0.818 -0.905 3.381  0.3453
H -0.027 -1.630 4.469  0.2882
O 1.579 -4.074 -2.023  -0.6395
H 1.968 -3.201 -2.145  0.3437
H 0.778 -3.993 -1.496  0.3197

Calculated values
- gap between HOMO and LUMO (eV) = 9.216
- M (g mol⁻¹) = 212.24
- SMILES = NCC[C@H](N)CO.O.O.O.O.O.O

=====

Entry ii
# C4H24N2O7

A cluster of 7 separate species, C4H24N2O7 in total (ωB97M-V with the def2-TZVPD basis set, OMol25).

Each line ends with the Mulliken charge.
Positions of all 37 atoms, in Å:
N 2.821 -0.789 0.264  -0.3992
C 2.534 -1.409 -1.026  -0.6455
C 2.197 -0.373 -2.097  -0.4542
C 0.908 0.409 -1.541  0.7183
N 1.233 1.709 -1.006  -0.5134
C -0.109 0.421 -2.668  -0.7640
O -1.239 -0.262 -2.239  -0.5238
H 3.790 -0.703 0.226  0.2766
H 2.394 0.139 0.442  0.0600
H 3.197 -2.296 -1.522  0.3039
H 1.574 -2.075 -0.914  0.2153
H 3.066 0.330 -2.366  0.2483
H 2.010 -1.043 -2.930  0.3743
H 0.588 -0.236 -0.648  -0.0369
H 1.446 1.656 -0.058  0.2100
H 1.801 2.235 -1.551  0.1917
H -0.630 1.474 -2.677  0.2325
H 0.281 0.248 -3.672  0.2695
H -1.076 -1.163 -1.982  0.2803
O -0.019 -3.183 1.093  -0.6629
H -0.942 -3.067 1.117  0.2981
H 0.388 -2.326 1.428  0.2928
O 0.184 -1.329 2.924  -0.7064
H 0.777 -1.183 3.644  0.2992
H 0.332 -0.575 2.209  0.4500
O -3.622 0.732 -1.659  -0.7136
H -2.935 0.142 -1.896  0.4470
H -3.307 1.652 -1.635  0.2859
O -1.351 0.644 3.023  -0.6576
H -1.271 -0.047 3.673  0.3181
H -2.078 0.666 2.378  0.4239
O -3.379 0.970 1.254  -0.6140
H -3.267 1.463 0.444  0.3002
H -3.906 0.292 1.006  0.2671
O 1.240 2.241 1.894  -0.6671
H 1.292 3.153 1.735  0.2692
H 0.412 2.034 2.408  0.3263

Calculated values
- gap between HOMO and LUMO (eV) = 9.329
- M (g mol⁻¹) = 212.24
- SMILES = NCC[C@@H](N)CO.O.O.O.O.O.O

=====

Most stable to least stable: entry i, entry ii

=====

Entry i
# C8H16O2Si

A cluster of 2 separate species, C8H16O2Si in total (ωB97M-V with the def2-TZVPD basis set, OMol25).

Each line ends with the Mulliken charge.
Positions of all 27 atoms, in Å:
C 0.242 -3.285 0.543  -0.6864
C 0.251 -3.283 -1.022  -0.2315
Si 1.330 -2.637 -2.324  0.2954
C 0.944 -2.678 -4.230  -1.1513
H 0.431 -2.254 0.952  0.0757
H 0.920 -3.901 1.162  0.2809
H -0.781 -3.640 0.860  0.2548
H -0.645 -3.805 -1.491  0.2054
H 2.518 -1.877 -2.063  -0.0881
H 0.075 -3.276 -4.455  0.3317
H 0.784 -1.741 -4.701  0.3547
H 1.600 -3.131 -4.960  0.3655
O 1.443 2.247 -0.480  -0.5795
C 0.532 2.107 0.275  0.6045
C -0.927 2.584 -0.008  -0.5835
C -1.314 3.427 1.123  -0.3769
C -1.319 2.767 2.453  -0.5643
C -0.520 1.386 2.293  -0.5461
O 0.748 1.605 1.494  -0.3547
H -1.694 1.714 0.047  0.2202
H -0.937 3.102 -0.950  0.3389
H -2.396 3.886 0.828  0.3101
H -0.604 4.353 1.147  0.2140
H -0.837 3.296 3.279  0.2994
H -2.319 2.625 2.613  0.3164
H -0.240 1.052 3.263  0.4355
H -1.234 0.667 1.832  0.2592

Calculated values
- gap between HOMO and LUMO (eV) = 8.480
- M (g mol⁻¹) = 172.30
- SMILES = C/C=[SiH]/C.O=C1CCCCO1

=====

Entry ii
# C8H16O2Si

An isolated molecule of C8H16O2Si (ωB97M-V with the def2-TZVPD basis set, OMol25).

Each line ends with the Mulliken charge.
Positions of all 27 atoms, in Å:
C -0.857 1.396 -0.191  -0.2068
C 0.199 0.921 0.547  -0.7554
C -2.164 0.965 0.254  0.4696
C 1.974 0.753 -2.055  -1.0778
C 1.135 -1.802 -0.538  -1.1386
C 3.310 -0.085 0.693  -0.9329
C -3.433 1.134 -0.534  -0.6897
C -2.276 0.253 1.628  -0.3643
O -4.072 -0.140 -0.783  -0.5150
O -3.541 -0.519 1.671  -0.5274
Si 1.666 -0.009 -0.311  0.5812
H -0.799 2.173 -0.903  0.5809
H 1.094 1.218 -2.446  0.3206
H 2.713 1.508 -1.949  0.3435
H 2.340 -0.027 -2.700  0.3168
H 0.955 -2.249 0.380  0.3995
H 0.105 -1.834 -0.911  0.3344
H 1.709 -2.423 -1.304  0.2925
H 3.651 0.902 1.013  0.3137
H 3.281 -0.779 1.644  0.2651
H 3.968 -0.664 0.015  0.2460
H -3.248 1.632 -1.474  0.3472
H -4.109 1.815 0.070  0.2702
H -2.154 0.873 2.533  0.3078
H -1.437 -0.491 1.629  0.2258
H -4.812 -0.209 -0.206  0.2994
H -3.483 -1.259 2.337  0.2938

Calculated values
- gap between HOMO and LUMO (spin up / spin down) (eV) = 7.257 / 7.339
- M (g mol⁻¹) = 172.30

=====

Most stable to least stable: entry i, entry ii

=====

Entry i
# C2HFI2O

A structure of composition C2HFI2O (ωB97M-V with the def2-TZVPD basis set, OMol25).

Each line ends with the Mulliken charge.
Positions of all 7 atoms, in Å:
C 0.482 0.809 0.104  0.0333
C -0.298 -0.351 -0.449  -0.1274
O 0.004 1.639 0.842  -0.3856
F 0.129 -1.076 1.606  -0.5464
I -2.286 -0.310 -0.023  0.3577
I 0.501 -1.755 -1.765  0.3060
H 1.467 1.044 -0.316  0.3624

Calculated values
- gap between HOMO and LUMO (spin up / spin down) (eV) = 7.607 / 7.598
- M (g mol⁻¹) = 313.83

=====

Entry ii
# C2HFI2O

A structure of composition C2HFI2O (ωB97M-V with the def2-TZVPD basis set, OMol25).

Each line ends with the Mulliken charge.
Positions of all 7 atoms, in Å:
C 0.831 0.374 -0.110  0.4560
C -0.661 -0.217 -0.105  -0.6505
O 1.767 -0.301 0.105  -0.3434
F 1.210 1.843 -0.277  -0.2914
I -1.056 0.225 1.987  0.1745
I -0.876 -2.183 -0.765  0.1980
H -1.214 0.259 -0.835  0.4568

Calculated values
- gap between HOMO and LUMO (eV) = 9.187
- M (g mol⁻¹) = 313.83

=====

Most stable to least stable: entry ii, entry i

=====

Entry i
# C4HClN2

An isolated molecule of C4HClN2 (ωB97M-V with the def2-TZVPD basis set, OMol25).

Each line ends with the Mulliken charge.
Positions of all 8 atoms, in Å:
C -2.461 -0.261 0.089  0.2370
C 1.044 0.448 -0.125  -0.0765
C -1.251 0.216 0.134  0.3700
C 1.456 -0.775 0.402  -0.3636
N -3.596 -0.484 -0.037  -0.3501
N -0.195 0.726 -0.097  -0.0248
Cl 3.123 -0.996 0.001  -0.1266
H 1.881 1.125 -0.367  0.3347

Calculated values
- gap between HOMO and LUMO (spin up / spin down) (eV) = 6.794 / 6.795
- M (g mol⁻¹) = 112.52

=====

Entry ii
# C4HClN2

An isolated molecule of C4HClN2 (ωB97M-V with the def2-TZVPD basis set, OMol25).

Each line ends with the Mulliken charge.
Positions of all 8 atoms, in Å:
C -1.478 1.640 1.636  -0.0407
C 0.565 -0.669 -0.628  0.1617
C -0.814 0.745 0.903  0.6062
C 1.927 -1.038 -0.929  -0.5074
N -2.064 2.428 2.253  -0.3459
N -0.018 0.141 0.231  -0.0442
Cl 2.076 -2.115 -2.203  -0.0731
H -0.194 -1.132 -1.263  0.2434

Calculated values
- gap between HOMO and LUMO (eV) = 6.553
- M (g mol⁻¹) = 112.52

=====

Most stable to least stable: entry ii, entry i

=====

Entry i
# C6H14NO

The ion C6H14NO with charge -1 (ωB97M-V with the def2-TZVPD basis set, OMol25).

Each line ends with the Mulliken charge.
Positions of all 22 atoms, in Å:
C 0.580 -1.058 3.364  -0.8567
N -0.286 -0.947 2.185  -0.4012
C 0.199 0.072 1.225  -0.6271
C -0.850 0.496 0.241  -0.5766
C -1.055 -0.566 -0.878  -0.8877
C 0.159 -0.527 -1.869  -0.5302
C 0.393 0.822 -2.607  -0.5084
O 0.729 1.905 -1.865  -0.8839
H 0.936 -2.067 3.527  0.3243
H 1.501 -0.443 3.255  0.2829
H 0.113 -0.610 4.240  0.2691
H -0.218 -1.858 1.755  0.2477
H 1.177 -0.195 0.800  0.3944
H 0.437 0.985 1.786  0.4151
H -0.599 1.404 -0.334  0.2652
H -1.742 0.716 0.834  0.3632
H -1.851 -0.263 -1.567  0.3457
H -1.247 -1.542 -0.424  0.3187
H 1.045 -0.667 -1.234  0.2197
H 0.025 -1.370 -2.530  0.4094
H 1.145 0.583 -3.401  0.2728
H -0.619 1.115 -3.043  0.1436

Calculated values
- gap between HOMO and LUMO (eV) = 5.781
- total charge = -1
- M (g mol⁻¹) = 116.18
- SMILES = CNCCCCC[O-]

=====

Entry ii
# C6H14NO

The ion C6H14NO with charge -1 (ωB97M-V with the def2-TZVPD basis set, OMol25).

Each line ends with the Mulliken charge.
Positions of all 22 atoms, in Å:
C 0.732 -2.877 0.626  -1.1412
C -0.173 -1.739 1.111  -0.5304
C -0.912 -1.033 -0.065  -0.7118
C -0.083 0.069 -0.721  -1.0867
C -0.423 1.491 -0.297  0.1227
N 0.079 1.719 1.058  -0.7199
C 0.182 2.574 -1.294  -0.5242
O 0.999 3.466 -0.706  -0.9076
H 1.554 -2.448 0.043  0.2855
H 1.235 -3.359 1.452  0.3594
H 0.181 -3.593 0.015  0.2975
H -0.912 -2.128 1.803  0.3576
H 0.426 -0.960 1.567  0.3120
H -1.242 -1.757 -0.797  0.4254
H -1.799 -0.603 0.394  0.3589
H -0.136 0.038 -1.814  0.3969
H 0.992 -0.067 -0.528  0.3338
H -1.513 1.592 -0.207  0.4760
H -0.263 2.633 1.345  0.2852
H 1.074 1.915 0.946  0.2765
H -0.682 3.067 -1.826  0.1582
H 0.684 1.999 -2.104  0.1762

Calculated values
- gap between HOMO and LUMO (eV) = 6.002
- total charge = -1
- M (g mol⁻¹) = 116.18
- SMILES = CCCC[C@@H](N)C[O-]

=====

Entry iii
# C6H14NO

The ion C6H14NO with charge -1 (ωB97M-V with the def2-TZVPD basis set, OMol25).

Each line ends with the Mulliken charge.
Positions of all 22 atoms, in Å:
N 1.202 -0.835 -2.846  -0.5906
C -0.135 -0.482 -2.426  -0.6287
C -0.587 -1.104 -1.068  -0.7827
C 0.212 -0.614 0.123  -0.3361
C 0.201 0.878 0.392  -0.5038
C 0.348 1.264 1.853  -0.7686
C -0.807 0.740 2.769  -0.2890
O -1.001 1.472 3.873  -0.8873
H 1.810 -0.943 -2.041  0.2611
H 1.303 -1.693 -3.388  0.2368
H -0.122 0.598 -2.288  0.2930
H -0.939 -0.705 -3.130  0.3687
H -0.562 -2.183 -1.215  0.3964
H -1.621 -0.756 -0.941  0.3180
H -0.151 -1.110 1.017  0.1992
H 1.236 -1.012 0.107  0.3594
H -0.724 1.332 0.022  0.3212
H 0.971 1.409 -0.190  0.2708
H 1.309 0.974 2.301  0.2842
H 0.295 2.350 1.981  0.3018
H -1.689 0.746 2.079  0.0990
H -0.549 -0.325 3.017  0.0773

Calculated values
- gap between HOMO and LUMO (eV) = 5.598
- total charge = -1
- M (g mol⁻¹) = 116.18
- SMILES = NCCCCCC[O-]

=====

Most stable to least stable: entry ii, entry iii, entry i